(1)
Entry from the Open Molecules 2025 dataset: a molecular structure, C31H41BLiN9OS3 (ωB97M-V/def2-TZVPD).

Geometry as XYZ:
```
87
Properties=species:S:1:pos:R:3:forces:R:3
Li -0.794 -0.540 1.592 0.171 0.083 0.312
C -3.299 -2.223 4.214 0.026 0.035 -0.070
C -3.487 -2.338 2.733 -0.056 -0.049 -0.003
C -4.444 -3.099 2.029 0.018 -0.006 0.064
C -4.162 -2.875 0.696 -0.002 0.040 0.005
C -4.846 -3.424 -0.515 0.049 0.024 0.030
N -3.113 -2.030 0.641 0.045 0.031 -0.125
N -2.695 -1.700 1.891 -0.170 -0.177 -0.052
B -2.344 -1.554 -0.623 0.060 0.065 0.129
N -0.924 -2.186 -0.580 -0.197 -0.176 0.084
N -0.309 -2.353 0.622 0.062 0.186 -0.347
C 0.760 -3.094 0.408 -0.051 -0.113 -0.024
C 1.687 -3.419 1.532 0.053 0.097 -0.062
C 0.836 -3.452 -0.954 0.117 -0.001 0.022
C -0.245 -2.841 -1.547 -0.032 0.037 0.029
C -0.631 -2.820 -2.990 -0.064 0.008 0.056
N -2.325 0.002 -0.639 -0.170 -0.061 0.002
N -2.261 0.693 0.537 0.229 -0.088 -0.257
C -2.559 1.947 0.259 -0.070 0.067 0.007
C -2.593 2.987 1.326 -0.010 0.060 -0.032
C -2.823 2.095 -1.116 -0.056 0.056 0.037
C -2.664 0.837 -1.650 0.076 -0.041 0.057
C -2.780 0.403 -3.075 -0.016 -0.042 0.076
H -4.062 -2.802 4.737 0.002 0.000 0.018
H -3.350 -1.185 4.541 -0.007 -0.010 0.005
H -2.313 -2.588 4.507 -0.019 -0.017 0.015
H -5.223 -3.729 2.431 0.015 0.031 0.005
H -5.696 -4.033 -0.204 0.001 -0.007 -0.006
H -4.171 -4.045 -1.108 -0.016 0.005 -0.001
H -5.209 -2.625 -1.165 -0.004 -0.016 0.001
H -2.917 -1.947 -1.609 0.057 0.051 -0.004
H 1.212 -3.162 2.478 0.023 -0.008 0.004
H 2.602 -2.824 1.455 -0.037 -0.002 0.013
H 1.953 -4.479 1.533 0.004 -0.004 0.010
H 1.580 -4.050 -1.454 0.069 0.030 0.030
H 0.083 -3.410 -3.564 -0.008 -0.014 0.004
H -0.614 -1.801 -3.381 0.021 -0.035 -0.015
H -1.635 -3.221 -3.151 0.025 0.020 -0.009
H -2.775 2.513 2.293 -0.049 0.010 -0.014
H -3.385 3.715 1.134 -0.035 -0.021 0.024
H -1.624 3.494 1.352 -0.041 -0.064 -0.012
H -3.068 3.002 -1.649 0.036 -0.016 0.013
H -2.927 1.278 -3.708 -0.017 0.002 -0.002
H -3.613 -0.288 -3.225 0.011 0.003 -0.009
H -1.871 -0.103 -3.403 -0.015 0.027 -0.028
S -0.256 -0.229 4.999 0.014 0.115 -0.133
C 0.393 1.266 4.538 0.068 -0.089 0.137
N -0.439 2.270 4.163 0.060 0.012 -0.083
C -0.051 3.537 3.867 -0.120 -0.154 -0.010
C 1.243 3.896 4.011 0.258 0.125 0.250
C 2.172 2.898 4.383 -0.054 0.093 -0.231
C 1.773 1.612 4.568 -0.149 -0.022 0.410
H -1.401 1.994 4.033 -0.012 0.028 0.004
H -0.824 4.202 3.513 0.011 -0.047 -0.026
H 1.557 4.901 3.774 -0.006 -0.038 -0.056
H 3.225 3.142 4.438 0.002 0.018 0.002
H 2.472 0.828 4.808 0.006 -0.040 -0.068
C 0.962 3.346 -4.086 -0.027 -0.026 0.041
C 0.729 2.956 -2.627 0.062 -0.004 -0.140
C 1.349 1.586 -2.343 -0.099 0.050 0.137
N 1.205 0.973 -1.031 0.078 0.121 0.010
C 1.659 1.655 0.191 0.053 -0.256 0.143
S 0.724 3.179 0.650 0.164 0.071 -0.108
N 3.055 2.145 -0.011 -0.046 -0.015 -0.011
C 4.165 1.776 -0.662 -0.009 -0.045 0.069
O 5.139 2.543 -0.728 0.000 0.026 -0.017
C 4.328 0.427 -1.314 0.035 0.028 -0.027
C 5.106 0.385 -2.470 -0.010 -0.025 -0.035
C 5.432 -0.825 -3.060 -0.016 -0.036 0.061
C 5.019 -2.014 -2.465 -0.001 0.059 -0.028
C 4.255 -1.971 -1.308 -0.021 0.013 -0.013
C 3.882 -0.756 -0.743 -0.081 -0.032 0.039
H 0.601 4.358 -4.294 -0.005 -0.021 -0.020
H 0.452 2.660 -4.772 0.019 0.008 0.001
H 2.030 3.318 -4.329 -0.021 0.014 0.003
H -0.341 2.926 -2.404 0.013 0.037 0.048
H 1.161 3.692 -1.952 -0.049 0.004 -0.007
H 2.413 1.641 -2.590 0.051 -0.010 -0.029
H 0.915 0.861 -3.047 0.056 0.001 -0.030
H 0.234 0.735 -0.867 0.020 -0.120 0.060
H 3.150 3.055 0.418 -0.022 0.045 -0.057
H 5.461 1.319 -2.886 0.009 0.006 0.024
H 6.027 -0.846 -3.967 -0.008 0.000 -0.010
H 5.293 -2.967 -2.906 -0.004 0.002 0.014
H 3.942 -2.893 -0.835 -0.080 -0.040 -0.001
H 3.246 -0.713 0.142 0.024 0.005 -0.037
S 1.584 0.405 1.571 -0.190 0.137 -0.254
```
Positions in Å, forces in eV/Å.

Net charge: -2
HOMO-LUMO gap, eV: 4.3629
ΔE to the lowest compared entry with this formula, charge and spin, eV: 0.000
E_tot, eV: -81664.11846


(2)
Entry from the Open Molecules 2025 dataset: a molecular structure, C31H41Br36ClF9N4O2 in a non-equilibrium geometry (ωB97M-V/def2-TZVPD).

Geometry as XYZ:
```
124
Properties=species:S:1:pos:R:3:forces:R:3
C -0.224 5.093 2.013 -0.417 0.017 -0.465
C -0.940 3.849 1.433 0.301 -0.745 1.049
C 0.013 2.975 0.604 -0.391 1.886 0.278
O -0.633 1.720 0.467 -0.186 -0.374 0.124
N 0.054 0.863 -0.427 2.900 1.145 -0.857
C 0.891 0.168 0.520 -2.336 -1.524 -1.682
N 2.065 0.529 0.904 1.155 0.746 0.469
N 0.248 -0.938 0.873 0.065 -0.144 1.408
C 0.352 -1.443 2.247 0.483 -0.508 -0.206
Cl 1.765 -2.582 2.270 -0.374 0.266 0.259
C 0.458 -0.366 3.346 -0.370 -0.701 0.272
C -0.288 -0.846 4.617 0.509 0.630 -0.404
C -1.068 -0.991 0.223 -0.407 -0.010 0.470
C -0.834 -0.134 -1.051 -1.977 0.584 2.942
C -2.230 0.508 -1.332 0.534 -0.400 -1.864
C -2.273 1.618 -2.406 -0.485 0.273 0.652
N -1.872 2.978 -1.946 0.161 0.054 -0.564
C -3.068 3.807 -1.710 0.008 0.550 0.211
C -2.742 5.291 -1.447 -0.114 -0.374 0.075
C -1.125 3.536 -3.053 1.868 -0.969 1.103
C 0.393 3.399 -3.103 0.019 -0.495 1.168
O -1.647 4.074 -3.953 -1.754 1.611 -2.045
C -0.073 -0.780 -2.217 -0.735 1.349 -0.313
F 1.011 -1.451 -1.820 0.205 -0.700 0.622
F 0.413 0.238 -2.952 -0.042 0.373 -0.585
C -0.862 -1.661 -3.216 0.147 -0.805 0.238
F -1.810 -0.995 -3.862 -0.829 0.756 0.325
F 0.003 -2.016 -4.154 0.948 -0.243 -0.203
C -1.513 -2.973 -2.681 0.693 -0.552 -0.460
F -1.993 -3.604 -3.753 -0.006 -0.264 -0.810
F -2.575 -2.727 -1.922 -0.261 0.714 1.014
C -0.610 -4.027 -1.954 -0.128 -1.619 0.152
F 0.496 -4.366 -2.574 -0.132 0.750 -0.237
F -0.301 -3.685 -0.714 0.071 0.865 0.683
F -1.313 -5.160 -1.861 0.060 0.271 -0.066
H -0.805 5.999 1.820 0.157 -0.090 -0.010
H 0.766 5.223 1.561 -0.106 0.084 0.174
H -0.126 4.998 3.096 0.164 0.069 -0.153
H -1.877 4.064 0.919 0.264 0.039 -0.210
H -1.214 3.219 2.296 -0.170 0.110 -0.204
H 0.200 3.486 -0.344 -0.074 -0.556 -0.169
H 0.958 2.947 1.169 -0.128 -0.546 -0.120
H 2.529 0.064 1.678 -0.073 -0.173 -0.265
H 2.602 1.229 0.408 -0.368 0.086 0.022
H -0.546 -2.035 2.432 0.215 -0.094 -0.181
H -0.021 0.566 3.017 0.258 -0.125 -0.183
H 1.516 -0.217 3.587 -0.215 0.313 -0.019
H -1.291 -1.194 4.352 0.151 -0.089 0.161
H -0.394 0.026 5.269 -0.012 -0.285 0.115
H 0.295 -1.610 5.134 -0.291 -0.032 -0.018
H -1.708 -0.465 0.950 -0.228 0.283 -0.715
H -1.567 -1.957 0.142 0.894 -0.233 -0.207
H -2.733 0.794 -0.408 0.648 0.204 -0.448
H -2.843 -0.308 -1.740 0.084 0.095 0.150
H -1.715 1.383 -3.315 0.005 -0.342 0.248
H -3.327 1.692 -2.715 0.232 -0.106 -0.112
H -3.615 3.393 -0.852 0.558 -0.045 -0.369
H -3.756 3.796 -2.571 0.137 -0.257 0.101
H -3.591 5.705 -0.893 0.210 0.203 -0.098
H -1.831 5.441 -0.857 -0.176 -0.152 0.028
H -2.615 5.838 -2.382 -0.105 -0.052 0.121
H 0.862 4.353 -2.835 -0.296 0.007 -0.158
H 0.722 3.125 -4.105 -0.118 0.007 0.090
H 0.737 2.682 -2.349 0.052 -0.056 -0.340
C 2.078 -5.005 -6.066 -0.087 -0.161 -0.048
Br 2.093 -6.547 -7.220 0.004 0.169 0.066
Br 2.774 -3.438 -6.951 0.007 -0.033 0.048
Br 0.331 -4.676 -5.325 0.247 -0.441 -0.998
H 2.741 -5.221 -5.238 -0.034 0.009 -0.027
C 2.205 4.746 5.433 0.071 0.247 0.148
Br 2.185 3.281 4.168 0.021 -0.112 0.037
Br 2.766 6.393 4.609 -0.140 -0.180 0.039
Br 0.509 4.921 6.330 0.086 -0.081 -0.114
H 2.940 4.500 6.189 -0.028 -0.057 -0.049
C -5.904 1.869 1.311 -0.228 0.096 0.138
Br -4.192 0.961 1.421 -0.391 0.167 0.410
Br -6.667 2.142 3.057 0.131 -0.029 -0.165
Br -5.778 3.513 0.319 -0.363 -0.116 0.333
H -6.571 1.215 0.766 0.077 -0.013 0.011
C 4.175 -4.971 -2.177 0.139 -0.043 0.081
Br 3.265 -6.672 -2.197 0.013 0.151 -0.021
Br 2.987 -3.537 -1.669 0.797 -0.005 0.138
Br 5.759 -5.013 -1.079 -0.156 -0.012 -0.090
H 4.496 -4.772 -3.191 -0.008 0.028 0.051
C -5.081 -6.631 -0.888 -0.122 -0.010 -0.030
Br -5.093 -6.210 0.996 0.048 -0.048 -0.149
Br -3.984 -5.395 -1.884 -0.928 -0.430 0.189
Br -4.567 -8.461 -1.215 0.006 0.171 0.041
H -6.096 -6.519 -1.243 0.035 -0.025 0.031
C 0.717 -1.752 -9.919 0.049 -0.018 -0.080
Br 1.977 -0.811 -11.034 -0.114 -0.069 0.075
Br -0.453 -0.540 -8.977 0.074 -0.084 -0.063
Br -0.271 -3.073 -10.914 -0.022 0.118 0.046
H 1.291 -2.285 -9.174 -0.023 -0.016 0.025
C 1.117 8.550 7.487 -0.031 0.033 0.023
Br 2.939 8.537 8.123 -0.118 0.002 -0.030
Br -0.146 8.662 8.937 0.110 0.020 -0.070
Br 0.829 9.933 6.174 0.036 -0.090 0.096
H 0.949 7.604 6.992 0.021 0.050 -0.002
C -4.468 -11.488 1.993 -0.009 -0.021 -0.018
Br -5.203 -13.270 1.976 0.058 0.146 0.030
Br -5.778 -10.181 2.537 0.081 -0.079 -0.017
Br -2.867 -11.381 3.063 -0.124 -0.008 -0.059
H -4.187 -11.250 0.976 -0.010 0.004 0.046
C 10.017 -4.095 0.158 0.013 0.038 0.004
Br 9.346 -3.242 -1.436 0.031 -0.055 0.130
Br 10.314 -2.824 1.578 -0.055 -0.094 -0.109
Br 8.877 -5.545 0.727 0.056 0.107 -0.027
H 10.978 -4.525 -0.091 -0.045 0.007 0.011
C 2.893 0.747 7.355 0.002 0.036 -0.054
Br 1.238 0.089 8.092 0.098 0.033 0.001
Br 3.730 2.038 8.516 -0.068 -0.068 -0.102
Br 4.093 -0.691 6.892 -0.102 0.097 0.024
H 2.646 1.262 6.436 0.015 -0.017 0.042
C -0.887 11.105 12.651 0.032 0.033 -0.024
Br 1.011 11.438 12.697 -0.143 -0.048 -0.040
Br -1.713 11.887 11.094 0.074 -0.078 0.095
Br -1.282 9.222 12.795 0.030 0.098 -0.046
H -1.318 11.588 13.518 0.013 -0.030 -0.034
C 2.402 -5.727 -13.094 -0.030 0.018 -0.035
Br 3.149 -5.002 -11.471 0.032 -0.049 -0.052
Br 2.330 -4.405 -14.495 0.025 -0.089 0.119
Br 3.332 -7.320 -13.658 -0.050 0.136 0.046
H 1.383 -6.014 -12.874 0.043 0.017 0.000
```
Positions in Å, forces in eV/Å.

Net charge: +1
HOMO-LUMO gap, eV: 8.1878
ΔE to the lowest compared entry with this formula, charge and spin, eV: 2.184
E_tot, eV: -2601364.01870


- The highest E_tot belongs to which entry?
  C31H41BLiN9OS3